No. 1
Density functional theory data (the ωB97M-V functional and the def2-TZVPD basis) for a 2-piece molecular cluster, C4H8OS overall at a distorted geometry.

Output
HOMO (alpha / beta): -0.265 / -0.258 hartree
LUMO energy (alpha / beta): 0.0257 / 0.0094 Eh
Gap between HOMO and LUMO (alpha / beta): 7.9104 / 7.2663 eV

```
14
C4H8OS (the ωB97M-V functional and the def2-TZVPD basis)
S 1.1735 -0.8367 1.4952
O -1.1694 -2.1563 -1.1439
C 0.1587 1.7399 0.8088
C 1.5345 -0.2166 -0.2412
C -1.5556 -0.9127 -0.8495
C 0.3940 0.3337 0.5231
H 2.5303 0.4051 -0.2874
H -1.5362 -2.9672 -0.6948
H -0.4667 1.8133 1.7760
H 1.3651 -1.0148 -1.0390
H -0.2749 2.3318 0.0412
H -2.4060 -0.7087 -0.2772
H -0.7768 -0.2339 -1.1069
H 1.0297 2.4230 0.9957
```

---

No. 2
Density functional theory data (the ωB97M-V functional and the def2-TZVPD basis) for C27H27IrN6O2 as an isolated structure.

Output
Total charge: +1
Multiplicity: 2
<S²>: 0.792
HOMO (alpha / beta): -0.319 / -0.323 hartree
LUMO energy (alpha / beta): -0.1212 / -0.1297 Eh
Gap between HOMO and LUMO (alpha / beta): 5.3792 / 5.2559 eV

```
63
C27H27IrN6O2 (the ωB97M-V functional and the def2-TZVPD basis)
Ir 0.1124 -0.3437 -0.7081
O 1.1482 2.7349 0.1538
O 1.5279 -0.5365 0.7783
N 0.1639 -2.3425 1.3070
N -1.1833 2.7540 -1.1583
N 0.8919 1.5540 -1.7644
N -0.4888 -1.9620 0.1473
N -1.3868 -0.9192 -2.0175
N -1.1823 1.0589 0.4824
C -3.1159 -2.5748 -2.2359
C 2.5339 -3.1013 4.6856
C -1.6369 2.2248 0.0125
C -3.4840 -2.0344 -3.4579
C 3.5645 -2.2242 4.9970
C 1.2598 1.1519 -4.1468
C 3.0925 1.4710 -0.6651
C -2.5416 1.3011 2.4416
C -2.7746 -0.9554 -3.9522
C -0.2792 2.3090 -2.1426
C 1.5052 0.7976 -2.8452
C -2.1693 -3.7446 0.3920
C 1.6709 1.8836 -0.7030
C 0.3431 2.1312 -4.4939
C 1.5867 2.6989 1.5276
C -3.0337 2.5147 1.9437
C -1.6317 0.6225 1.6802
C 2.0073 -1.7899 2.7407
C -1.5461 -2.5732 -0.2754
C 3.8197 -1.1319 4.1805
C 1.1829 -1.5411 1.5349
C 3.0441 -0.9153 3.0536
C -1.7329 -0.4255 -3.2084
C -0.4586 2.6278 -3.4526
C 1.7551 -2.8873 3.5618
C -2.0605 -2.0104 -1.5397
C -2.5843 2.9807 0.7411
H 0.9525 -3.5651 3.3096
H 3.6320 2.1066 0.0322
H 1.4408 1.6943 1.9217
H 4.6260 -0.4523 4.4211
H -1.3223 3.2412 -3.6857
H 3.2412 0.4325 -0.3722
H -3.7589 3.0871 2.5061
H -1.2159 -0.3189 2.0177
H 2.6285 3.0022 1.6086
H -4.3028 -2.4632 -4.0183
H -3.6319 -3.4326 -1.8311
H 2.2113 0.0494 -2.5323
H 3.4976 1.6100 -1.6731
H -2.9359 3.9218 0.3404
H -1.6671 3.5906 -1.4408
H 2.3384 -3.9553 5.3196
H -1.6514 -3.9636 1.3211
H -2.1174 -4.6210 -0.2564
H -2.8585 0.9039 3.3932
H 4.1717 -2.3952 5.8757
H -1.1500 0.4050 -3.5707
H 0.1801 2.4319 -5.5151
H -3.0136 -0.5166 -4.9100
H 0.9540 3.4153 2.0413
H 1.8099 0.6094 -4.9049
H 3.2432 -0.0733 2.4050
H -3.2213 -3.5473 0.6029
```

---

No. 3
Density functional theory data (the ωB97M-V functional and the def2-TZVPD basis) for the molecule C5H10O2 at a distorted geometry.

Output
HOMO: -0.364 hartree
LUMO energy: 0.0326 Eh
Gap between HOMO and LUMO: 10.7977 eV

```
17
C5H10O2 (the ωB97M-V functional and the def2-TZVPD basis)
O 0.1452 0.3714 2.5152
O -0.0684 0.4306 -2.1214
C -0.9893 0.3228 -1.0529
C 1.1087 -0.3270 -0.1596
C -0.7705 0.1044 1.4726
C -0.1181 0.5092 0.1852
C 0.9667 -0.4448 -1.7035
H 0.1696 1.5666 0.2292
H 2.0299 0.1682 0.1903
H 1.9463 -0.1197 -1.9873
H -0.2774 0.1366 3.3478
H -1.4451 -0.6864 -1.0483
H -1.7092 0.6632 1.5986
H 1.1155 -1.3254 0.2889
H -1.7776 1.0679 -1.1666
H 0.6840 -1.4665 -2.0018
H -1.0102 -0.9710 1.4138
```

---

no.,calculated total energy (Eh)
1,-630.44531
2,-1628.13224
3,-346.95869